16
Properties=species:S:1:pos:R:3 method="wB97M-V/def2-TZVPD" relative_energy_ev=3.6491 homo_lumo_gap_ha=0.381 total_charge=0
C 1.316 -0.043 -0.943
C 0.965 0.125 0.337
C 0.410 1.426 0.887
C 1.140 -0.978 1.256
N 1.345 -1.833 2.016
H 1.165 0.760 -1.663
H 1.572 -1.018 -1.354
H -0.253 1.914 0.158
H -0.158 1.303 1.817
H 1.262 2.073 1.105
H -0.482 0.022 -2.441
H -1.183 -0.067 -2.219
C -1.785 -0.933 0.265
O -2.483 -0.332 -0.509
H -1.246 -1.867 0.001
H -1.584 -0.552 1.287

61
Properties=species:S:1:pos:R:3 method="wB97M-V/def2-TZVPD" homo_lumo_gap_ha=0.063 total_charge=+4
N 33.461 18.501 2.200
H 34.324 18.872 1.829
H 32.697 19.162 2.221
H 33.611 18.254 3.168
H 33.330 17.642 1.686
Ba 31.871 14.985 3.844
Ba 31.387 18.712 5.632
Ba 28.387 16.044 5.302
C 33.950 15.384 0.150
O 33.820 16.796 0.042
O 33.410 15.127 1.456
C 33.615 14.491 -1.158
F 34.315 14.755 -2.216
F 33.870 13.252 -0.833
F 32.414 14.517 -1.448
C 33.345 17.426 -1.191
C 32.830 18.841 -0.985
H 31.980 18.635 -0.334
H 33.542 19.579 -0.616
H 32.431 19.517 -1.742
H 32.643 16.864 -1.808
H 34.194 17.594 -1.853
H 35.039 15.424 0.143
O 31.147 20.001 3.096
C 29.990 19.511 2.411
C 29.729 17.937 2.270
O 30.086 17.009 3.233
H 29.956 19.981 1.428
H 29.127 20.006 2.855
H 30.210 17.661 1.331
H 28.676 17.688 2.143
C 28.179 23.073 3.968
O 29.331 22.375 4.424
H 27.293 22.441 4.024
H 27.896 23.878 4.647
H 28.159 23.447 2.944
H 29.686 21.739 3.798
C 27.256 21.593 0.096
O 27.291 22.018 -1.216
H 26.267 21.659 0.550
H 27.544 20.544 0.156
H 27.918 22.173 0.739
H 26.528 21.780 -1.749
C 32.100 22.386 0.920
O 32.633 22.203 2.272
H 31.023 22.553 0.918
H 32.603 23.297 0.592
H 32.350 21.533 0.289
H 32.278 21.347 2.524
C 25.819 16.328 2.873
O 26.277 15.274 3.709
H 26.412 16.469 1.969
H 24.750 16.201 2.708
H 26.042 17.299 3.317
H 26.172 14.411 3.303
C 29.589 14.534 0.244
O 28.276 15.086 0.249
H 30.290 15.292 -0.105
H 29.932 14.123 1.193
H 29.701 13.733 -0.487
H 28.171 15.665 1.008

22
Properties=species:S:1:pos:R:3 method="wB97M-V/def2-TZVPD" s_squared=2.006 relative_energy_ev=2.0155 homo_lumo_gap_ha="0.255 / 0.261" total_charge=+1 multiplicity=3
C 2.570 1.310 -0.390
C 1.316 1.692 0.184
C -1.469 -0.941 -0.031
C -2.809 1.143 0.222
C 1.574 -2.291 -0.397
C -2.246 -0.113 0.756
N 1.474 0.346 -0.288
S 1.323 -0.929 0.833
H 2.869 1.628 -1.313
H 3.370 1.188 0.191
H 1.076 1.937 1.234
H 0.584 2.102 -0.468
H -1.617 -0.837 -1.024
H -0.303 -0.742 0.220
H -1.266 -2.080 0.136
H -3.921 1.038 -0.002
H -2.327 1.378 -0.690
H -2.815 1.951 0.876
H 2.634 -2.290 -0.704
H 0.967 -1.948 -1.237
H 1.273 -3.291 0.016
H -2.258 -0.251 1.877

8
Properties=species:S:1:pos:R:3 method="wB97M-V/def2-TZVPD" homo_lumo_gap_ha=0.206 total_charge=0
Yb 0.517 2.177 -0.728
O -0.683 0.264 -0.828
C 0.404 -0.565 -0.649
C 1.000 -0.108 0.479
H 0.157 -1.624 -0.827
H 1.805 -0.706 0.911
F -1.984 0.710 1.102
H -1.217 -0.149 0.541